Formula: C36H23CaCl7N2O6PS
Source: OMol25
Level of theory: ωB97M-V/def2-TZVPD

Last column: Mulliken charge in e.
CARTESIAN COORDINATES (ANGSTROEM)
Ca  -0.210  0.173  -0.575  1.43
Cl  -3.809  1.204  6.120  -0.23
C  -3.287  1.114  4.474  0.37
C  -2.131  0.415  4.134  -0.14
Cl  -1.209  -0.368  5.367  -0.22
C  -1.722  0.345  2.815  0.71
Cl  -0.286  -0.526  2.379  -0.24
C  -2.430  0.957  1.746  -0.70
O  -2.054  0.881  0.535  -0.70
C  -3.602  1.661  2.138  0.29
Cl  -4.497  2.430  0.881  -0.20
C  -4.013  1.735  3.458  0.09
Cl  -5.450  2.609  3.861  -0.21
Cl  2.478  1.204  -2.109  0.02
C  3.235  2.328  -1.003  0.34
C  4.590  2.540  -1.176  -0.77
C  5.258  3.404  -0.324  -0.53
C  4.545  4.031  0.686  -0.65
C  3.188  3.800  0.831  0.38
Cl  2.381  4.634  2.125  -0.23
C  2.447  2.937  -0.006  -0.18
S  0.745  2.683  0.189  -0.12
H  5.109  2.020  -1.970  0.42
H  6.318  3.584  -0.442  0.38
H  5.032  4.710  1.372  0.41
C  -0.115  3.001  -3.646  -1.25
C  -0.611  1.620  -3.889  -0.03
N  -0.722  0.667  -2.987  -0.10
C  -1.228  -0.437  -3.633  0.53
C  -1.397  -0.148  -4.960  0.21
N  -1.006  1.162  -5.096  0.01
C  -1.826  -0.893  -6.165  0.48
O  -2.161  -2.148  -5.996  -0.61
O  -1.805  -0.339  -7.248  -0.69
C  -1.517  -1.701  -2.872  0.39
O  -1.927  -2.687  -3.533  -0.91
O  -1.305  -1.665  -1.642  -0.69
H  -0.054  3.176  -2.572  0.14
H  -0.783  3.736  -4.098  0.46
H  0.883  3.131  -4.067  0.25
H  -1.031  1.653  -5.975  0.21
H  -2.101  -2.409  -4.994  0.37
O  1.412  -1.370  -0.095  0.57
P  2.359  -2.368  -0.683  0.99
C  2.192  -3.950  0.160  0.56
C  1.612  -3.945  1.426  -0.48
C  1.490  -5.131  2.134  -0.70
C  1.944  -6.320  1.581  -0.44
C  2.514  -6.329  0.315  -0.74
C  2.634  -5.146  -0.398  -0.45
C  4.055  -1.803  -0.460  0.15
C  4.239  -0.531  0.073  -0.67
C  5.524  -0.039  0.260  -0.75
C  6.619  -0.819  -0.078  -0.61
C  6.438  -2.093  -0.605  -0.76
C  5.158  -2.585  -0.797  -0.08
C  2.092  -2.687  -2.428  0.73
C  0.879  -3.272  -2.797  -0.75
C  0.553  -3.404  -4.138  -0.73
C  1.439  -2.962  -5.112  -0.45
C  2.648  -2.385  -4.750  -0.90
C  2.974  -2.240  -3.409  -0.64
H  1.238  -3.017  1.839  0.26
H  1.029  -5.125  3.112  0.43
H  1.843  -7.246  2.133  0.38
H  2.851  -7.259  -0.124  0.40
H  3.050  -5.160  -1.399  0.35
H  3.377  0.072  0.330  0.75
H  5.661  0.958  0.657  0.58
H  7.621  -0.434  0.066  0.40
H  7.294  -2.701  -0.867  0.40
H  5.018  -3.578  -1.209  0.35
H  0.164  -3.585  -2.045  0.56
H  -0.406  -3.826  -4.410  0.56
H  1.175  -3.056  -6.158  0.43
H  3.332  -2.028  -5.509  0.42
H  3.902  -1.759  -3.127  0.42

max |F|: 0.65 eV/Å
molar mass: 930.9 u
orbital gap: 7.18 eV
energy relative to the best compared isomer or geometry (same formula, charge and spin): 46.93 kJ/mol
E: -179202.4339 eV
total charge: -1
LUMO level: 2.092 eV

=====

Formula: C36H23CdCl2N6O5
Source: OMol25
Level of theory: ωB97M-V/def2-TZVPD

Last column: Mulliken charge in e.
CARTESIAN COORDINATES (ANGSTROEM)
Cd  -0.129  -0.053  -0.053  3.18
Cl  -2.185  -4.378  -4.851  -0.25
C  -1.583  -2.941  -4.096  -0.15
C  -0.916  -3.048  -2.888  -0.74
C  -0.390  -1.913  -2.273  0.18
N  0.341  -1.903  -1.112  0.04
C  0.909  -2.987  -0.593  0.11
O  0.869  -4.158  -0.985  -0.82
C  1.783  -2.668  0.595  0.26
C  2.396  -3.733  1.255  -0.70
C  3.262  -3.478  2.297  -0.46
C  3.479  -2.155  2.657  -1.09
C  2.818  -1.160  1.951  0.02
N  1.996  -1.399  0.941  -0.19
C  -0.588  -0.649  -2.896  -0.06
C  -1.274  -0.561  -4.097  -0.58
C  -1.757  -1.710  -4.705  0.24
Cl  -2.570  -1.586  -6.228  -0.26
N  -0.131  0.450  -2.189  0.47
C  0.560  1.453  -2.722  -0.24
O  0.799  1.679  -3.907  -0.76
C  1.171  2.360  -1.670  -0.03
C  1.607  3.633  -2.037  -0.73
C  2.288  4.408  -1.117  -0.41
C  2.554  3.870  0.134  -1.04
C  2.097  2.588  0.406  0.03
N  1.406  1.860  -0.458  0.16
H  -0.779  -4.012  -2.424  0.63
H  2.175  -4.733  0.918  0.49
H  3.744  -4.291  2.826  0.44
H  4.142  -1.900  3.472  0.45
H  2.961  -0.116  2.211  0.47
H  -1.400  0.396  -4.578  0.51
H  1.414  3.970  -3.044  0.48
H  2.627  5.404  -1.373  0.42
H  3.106  4.424  0.879  0.47
H  2.308  2.124  1.361  0.22
C  -1.755  3.589  0.867  -1.10
O  -1.212  2.371  1.310  -0.33
C  -0.315  2.401  2.328  0.23
C  0.189  3.560  2.894  -0.48
C  1.078  3.490  3.956  -0.81
C  1.452  2.263  4.471  -0.84
C  0.965  1.096  3.911  0.02
C  0.096  1.137  2.820  0.75
N  -0.392  0.031  2.156  -0.57
N  -0.282  -1.097  2.790  -0.65
C  -0.752  -2.216  2.239  -0.46
C  -1.590  -2.259  1.053  0.80
O  -2.008  -1.230  0.466  -0.90
C  -1.990  -3.571  0.588  -0.61
C  -1.592  -4.709  1.192  -1.15
C  -0.772  -4.688  2.361  1.28
C  -0.316  -5.867  2.964  -0.99
C  0.499  -5.834  4.070  -0.54
C  0.869  -4.604  4.614  -0.86
C  0.439  -3.435  4.036  -0.50
C  -0.381  -3.442  2.898  1.17
H  -2.174  4.165  1.701  0.47
H  -1.008  4.194  0.342  0.35
H  -2.548  3.324  0.171  0.26
H  -0.095  4.525  2.504  0.43
H  1.469  4.405  4.377  0.40
H  2.126  2.213  5.315  0.40
H  1.261  0.130  4.288  0.31
H  -2.577  -3.583  -0.320  0.49
H  -1.876  -5.668  0.778  0.35
H  -0.610  -6.815  2.536  0.39
H  0.860  -6.752  4.514  0.39
H  1.499  -4.575  5.492  0.42
H  0.725  -2.479  4.447  0.37
O  -2.714  0.715  -1.810  -0.31
C  -1.838  1.271  -1.318  0.06

max |F|: 2.53 eV/Å
molar mass: 802.9 u
orbital gap: 6.33 eV
energy relative to the best compared isomer or geometry (same formula, charge and spin): 0.00 kJ/mol
E: -86495.3232 eV
total charge: -1
LUMO level: 1.792 eV

=====

Formula: C36H23Cl5CrF12N6O3
Source: OMol25
Level of theory: ωB97M-V/def2-TZVPD

Last column: Mulliken charge in e.
CARTESIAN COORDINATES (ANGSTROEM)
Cr  1.198  -0.356  -0.430  1.61
C  -0.385  -5.304  -5.434  -1.56
C  -0.373  -4.253  -4.350  0.33
C  -1.536  -3.832  -3.720  -1.39
C  -1.506  -2.902  -2.702  -0.74
C  -0.309  -2.306  -2.232  0.49
N  -0.324  -1.389  -1.192  0.96
C  -1.563  -1.007  -0.606  -0.79
C  -2.564  -0.383  -1.348  0.74
C  -3.721  0.096  -0.761  -1.21
C  -3.927  -0.024  0.606  0.78
C  -5.142  0.563  1.282  -1.56
C  -2.937  -0.649  1.354  -0.47
C  -1.761  -1.127  0.782  -1.46
C  -0.581  -1.657  1.618  2.26
O  0.611  -1.038  1.328  -0.64
C  -0.529  -3.225  1.425  0.16
F  -0.285  -3.596  0.170  -0.10
F  -1.722  -3.778  1.762  -0.33
F  0.414  -3.799  2.197  -0.31
C  -0.754  -1.417  3.169  -0.11
F  -0.989  -0.119  3.436  -0.11
F  -1.756  -2.113  3.745  -0.29
F  0.364  -1.739  3.835  -0.27
C  0.882  -2.771  -2.853  -0.35
C  0.810  -3.711  -3.882  -0.93
C  2.276  -2.360  -2.351  1.77
O  2.340  -1.171  -1.684  -0.79
C  2.849  -3.494  -1.422  0.16
F  2.257  -3.453  -0.227  -0.13
F  2.659  -4.734  -1.915  -0.31
F  4.176  -3.350  -1.220  -0.30
C  3.283  -2.193  -3.552  0.46
F  2.695  -1.581  -4.598  -0.26
F  3.771  -3.372  -4.014  -0.28
F  4.338  -1.452  -3.213  -0.20
H  -1.333  -5.298  -5.978  0.38
H  -0.252  -6.307  -5.017  0.28
H  0.420  -5.140  -6.154  0.38
H  -2.494  -4.243  -4.027  0.33
H  -2.435  -2.634  -2.226  0.33
H  -2.397  -0.238  -2.409  0.56
H  -4.460  0.608  -1.371  0.27
H  -5.906  0.831  0.550  0.41
H  -4.877  1.465  1.840  0.25
H  -5.580  -0.148  1.987  0.37
H  -3.090  -0.719  2.422  0.47
H  1.726  -4.067  -4.332  0.48
Cl  8.214  1.886  1.253  -0.24
C  6.566  1.641  0.773  0.42
C  5.863  0.510  1.190  -0.07
Cl  6.635  -0.651  2.213  -0.24
C  4.555  0.312  0.800  1.16
Cl  3.658  -1.052  1.334  -0.21
C  3.855  1.238  -0.013  -1.63
O  2.630  1.104  -0.371  0.02
C  4.596  2.374  -0.416  0.48
Cl  3.767  3.532  -1.397  -0.23
C  5.915  2.571  -0.035  0.04
Cl  6.765  3.979  -0.573  -0.23
N  -5.440  6.704  4.468  -0.75
C  -4.745  6.049  3.801  0.29
C  -3.905  5.261  2.986  0.21
C  -2.916  4.383  3.544  -1.20
C  -2.094  3.635  2.751  -0.34
C  -2.194  3.710  1.333  1.58
C  -3.174  4.568  0.765  -0.66
C  -4.001  5.313  1.557  -1.18
N  -1.348  2.940  0.500  0.63
C  -1.171  3.098  -0.865  -0.49
C  -0.325  2.110  -1.260  -1.96
N  0.024  1.350  -0.177  1.76
C  -0.593  1.884  0.872  -1.58
H  -2.821  4.317  4.622  0.40
H  -1.347  3.000  3.215  0.46
H  -3.297  4.613  -0.312  0.17
H  -4.752  5.949  1.103  0.37
H  -1.639  3.884  -1.428  0.42
H  0.052  1.900  -2.250  0.63
H  -0.544  1.507  1.875  0.66
N  1.653  2.039  3.966  -0.58
N  2.224  1.810  2.637  -0.20
H  2.143  2.848  4.325  0.20
H  1.985  1.268  4.532  0.23
H  1.711  2.423  2.017  0.39
H  1.909  0.879  2.376  -0.09

max |F|: 0.60 eV/Å
2S+1: 5
molar mass: 1044.9 u
orbital gap (spin up / spin down): 3.70 / 6.82 eV
E: -176438.0097 eV
total charge: -2
LUMO level (spin up / spin down): 3.774 / 3.774 eV